Entry 1:
Density functional theory data (ωB97M-V with the def2-TZVPD basis set) for 2 unconnected molecules or ions with the total composition C6H12NOS in a non-equilibrium geometry.

XYZ file:
```
21
Properties=species:S:1:pos:R:3:forces:R:3
C -2.199 -0.788 0.810 -0.022 0.016 0.011
C -1.920 0.654 0.380 -0.022 -0.017 0.060
C -0.972 -1.562 0.310 -0.251 -0.473 0.451
C -1.167 0.506 -0.948 -0.214 0.588 -0.063
C 3.873 2.001 0.772 -0.400 -0.645 -0.602
C -0.470 -0.786 -0.835 0.682 -0.117 -0.369
N 0.484 -1.172 -1.615 -0.456 -0.039 0.092
O 3.219 1.072 0.221 1.771 2.379 -0.408
S 2.297 -0.049 0.963 -1.125 -1.339 1.126
H -2.319 -0.873 1.886 -0.048 -0.078 0.002
H -3.105 -1.166 0.338 -0.025 -0.024 -0.035
H -2.829 1.238 0.271 0.019 0.066 0.008
H -1.283 1.142 1.116 0.053 0.060 -0.009
H -0.188 -1.564 1.076 0.099 0.047 -0.091
H -1.168 -2.606 0.062 0.076 -0.031 -0.047
H -1.879 0.438 -1.778 0.007 -0.093 -0.071
H -0.491 1.331 -1.172 0.070 -0.045 -0.083
H 4.427 2.651 0.112 0.043 -0.005 -0.210
H 3.894 2.162 1.844 -0.252 -0.323 0.174
H 0.835 -0.574 -2.353 -0.002 -0.063 0.086
H 0.959 -2.055 -1.460 -0.002 0.136 -0.021
```
Forces are in eV/Å.

Its HOMO-LUMO gap is 7.698 eV. The spin multiplicity is 1. For the energy relative to the best compared isomer or geometry (same formula, charge and spin), the calculation gives 185.3 kJ/mol. As for the charge: +1. The HOMO energy is -11.834 eV.

Entry 2:
Density functional theory data (ωB97M-V with the def2-TZVPD basis set) for a gas-phase ion, C6H12NS (charge +1) in a non-equilibrium geometry.

XYZ file:
```
20
Properties=species:S:1:pos:R:3:forces:R:3
C 1.890 -1.927 -0.063 -0.090 -0.120 0.013
C 2.235 -0.453 -0.059 0.036 0.142 -0.014
C -1.798 1.934 0.178 0.782 -1.802 -0.122
C -0.984 0.825 -0.632 0.019 0.176 -0.064
C 0.850 -0.909 0.174 0.284 -0.124 -0.375
C -0.546 -0.602 -0.113 -1.218 1.314 -0.744
N -0.059 -0.686 1.300 0.010 -0.043 1.225
S -1.675 -1.981 -0.480 0.088 0.246 0.595
H 1.870 -2.451 -1.008 -0.125 0.076 -0.092
H 2.220 -2.545 0.757 0.031 0.067 0.196
H 2.798 -0.063 0.775 -0.004 -0.025 0.147
H 2.462 0.027 -1.000 -0.108 0.003 -0.094
H -2.572 1.484 0.795 -0.123 0.047 0.045
H -1.132 2.528 0.794 0.030 0.096 0.127
H -1.588 0.606 -1.513 0.147 -0.061 -0.023
H -0.074 1.314 -0.985 0.019 -0.089 -0.077
H 0.025 0.182 1.832 -0.076 -0.131 -0.236
H -0.365 -1.478 1.871 0.132 0.080 -0.205
H -2.268 2.572 -0.561 0.007 0.087 -0.019
H -1.457 -1.969 -1.792 0.158 0.061 -0.283
```
Forces are in eV/Å.

Its HOMO-LUMO gap is 10.571 eV. The spin multiplicity is 1. For the energy relative to the best compared isomer or geometry (same formula, charge and spin), the calculation gives 201.5 kJ/mol. As for the charge: +1. The HOMO energy is -13.739 eV. Its SMILES is CC[C@]1(S)[NH2+]C12CC2.

Entry 3:
Density functional theory data (ωB97M-V with the def2-TZVPD basis set) for 2 unconnected molecules or ions with the total composition C6H12O in a non-equilibrium geometry.

XYZ file:
```
19
Properties=species:S:1:pos:R:3:forces:R:3
C 1.641 -2.914 0.277 -1.432 -0.446 -0.633
C 1.406 -1.682 1.176 -1.390 0.418 -2.519
C 0.426 -0.655 0.330 0.993 2.418 3.150
C -0.102 -0.689 -0.901 1.577 -3.253 -0.528
C -0.913 1.374 1.292 1.336 2.520 0.993
C 0.212 0.672 1.134 0.652 -1.521 0.324
H 0.698 -3.559 0.333 1.824 -0.120 0.462
H 2.671 -3.316 0.319 -0.896 -0.637 0.750
H 1.574 -2.703 -0.800 0.147 0.777 0.253
H 2.415 -1.271 1.328 -0.570 0.617 0.263
H 0.908 -1.922 2.153 0.610 0.245 -0.987
H -0.617 0.138 -1.319 -0.475 0.618 -0.240
H 0.098 -1.615 -1.568 -0.622 1.672 1.034
H -0.863 2.423 1.855 -0.396 -2.487 -1.238
H -1.766 1.070 0.777 -1.719 -0.130 -0.541
H 1.019 1.075 1.766 0.307 -0.646 -0.543
H -2.919 3.785 -2.839 0.833 -0.570 0.706
H -2.172 3.205 -1.568 -0.192 0.110 0.240
O -2.134 3.257 -2.535 -0.586 0.418 -0.948
```
Forces are in eV/Å.

Its HOMO-LUMO gap (spin up / spin down) is 2.325 / 8.769 eV. The expectation value of S² is 0.75. The spin multiplicity is 2. For the energy relative to the best compared isomer or geometry (same formula, charge and spin), the calculation gives 244.5 kJ/mol. As for the charge: -1. The HOMO energy (spin up / spin down) is 1.097 / -5.456 eV.

Entry 4:
Density functional theory data (ωB97M-V with the def2-TZVPD basis set) for a molecular structure, C6H12O.

XYZ file:
```
19
Properties=species:S:1:pos:R:3:forces:R:3
C -1.276 -1.834 1.842 -0.028 -0.055 0.020
C -0.476 -0.637 1.337 0.003 0.048 0.031
C -0.246 -0.677 -0.176 0.070 -0.055 -0.003
C 0.512 0.525 -0.661 -0.149 0.013 -0.163
C 0.021 1.967 -0.754 -0.119 0.153 0.202
O 0.638 2.047 -2.101 0.030 0.008 -0.081
C 1.057 0.810 -1.968 0.036 -0.224 0.007
H -2.261 -1.880 1.363 0.139 0.008 0.069
H -0.756 -2.774 1.620 -0.071 0.134 0.029
H -1.431 -1.786 2.924 0.020 -0.007 -0.160
H 0.497 -0.587 1.842 -0.127 -0.009 -0.073
H -1.003 0.293 1.596 0.074 -0.126 -0.038
H -1.223 -0.785 -0.679 0.138 0.048 0.046
H 0.327 -1.582 -0.425 -0.084 0.114 0.030
H 1.898 0.719 -0.671 0.044 -0.003 -0.043
H 0.510 2.712 -0.113 -0.058 -0.074 -0.078
H -1.055 2.158 -0.827 0.156 -0.055 0.036
H 1.467 0.255 -2.807 -0.027 0.086 0.159
H 2.802 1.056 -1.343 -0.047 -0.006 0.008
```
Forces are in eV/Å.

Its HOMO-LUMO gap is 7.546 eV. The spin multiplicity is 1. For the energy relative to the best compared isomer or geometry (same formula, charge and spin), the calculation gives 631.4 kJ/mol. The HOMO energy is -7.027 eV.

Entry 5:
Density functional theory data (ωB97M-V with the def2-TZVPD basis set) for a single C6H12O molecule in a non-equilibrium geometry.

XYZ file:
```
19
Properties=species:S:1:pos:R:3:forces:R:3
C -0.996 1.978 -0.194 -0.960 -1.680 2.092
O -0.811 2.747 -1.422 0.838 1.423 3.418
C 0.191 1.120 0.432 2.340 2.013 -2.296
C -0.108 -0.293 0.830 3.072 -2.010 2.924
C 0.585 -1.634 0.260 -1.363 0.348 -0.576
C 1.907 -1.611 0.273 0.340 -0.654 -0.053
C -0.478 -2.764 -0.141 0.689 1.008 1.141
H -1.420 2.444 0.719 -0.266 1.033 -1.171
H -1.701 1.164 -0.411 -0.047 0.464 -0.441
H -0.555 3.654 -1.040 -0.444 -1.786 -1.351
H 1.037 1.629 1.103 -2.378 -0.703 -1.202
H 0.639 1.121 -0.546 1.479 -0.732 -0.481
H -1.100 -0.588 0.791 -2.212 0.285 0.470
H 0.329 -0.348 1.925 -1.677 -0.078 -1.655
H 2.295 -0.710 0.646 0.629 1.369 0.399
H 2.745 -2.279 0.091 -0.851 -0.707 -0.410
H -0.383 -3.035 -1.221 0.340 -0.552 1.167
H -0.582 -3.592 0.687 0.542 1.272 -2.066
H -1.428 -2.222 -0.123 -0.071 -0.314 0.092
```
Forces are in eV/Å.

Its HOMO-LUMO gap is 10.165 eV. The spin multiplicity is 1. For the energy relative to the best compared isomer or geometry (same formula, charge and spin), the calculation gives 367.1 kJ/mol. The HOMO energy is -9.294 eV. Its SMILES is C=C(C)CCCO.

Entry 6:
Density functional theory data (ωB97M-V with the def2-TZVPD basis set) for a single C6H12O molecule in a non-equilibrium geometry.

XYZ file:
```
19
Properties=species:S:1:pos:R:3:forces:R:3
C -1.081 1.769 0.266 0.518 -0.186 -2.035
O -0.977 2.434 1.490 0.484 0.391 -0.092
C 0.372 1.504 -0.249 0.727 -1.500 0.217
C 1.088 0.320 0.578 0.750 -0.066 -2.127
C 0.380 -1.045 0.430 0.088 1.156 1.208
C -0.036 -2.801 -1.181 0.934 1.243 -0.297
C 0.294 -1.511 -0.986 -1.519 -3.067 1.368
H -1.781 0.824 0.324 1.520 1.717 -0.250
H -1.464 2.489 -0.524 -0.247 -0.858 0.891
H -1.631 2.046 2.031 -1.024 -0.284 1.314
H 0.269 1.109 -1.258 0.048 0.481 -0.358
H 0.993 2.472 -0.275 -1.067 -1.474 0.203
H 2.157 0.000 0.341 -1.014 1.372 -0.428
H 1.169 0.780 1.510 -0.165 -0.149 2.219
H 0.908 -1.827 1.005 -0.057 0.421 -0.132
H -0.620 -0.997 0.908 0.247 -0.081 -0.514
H 0.068 -3.529 -0.397 -0.342 -0.251 0.208
H -0.320 -3.105 -2.168 0.044 -0.485 -0.333
H 0.211 -0.933 -1.844 0.074 1.619 -1.063
```
Forces are in eV/Å.

Its HOMO-LUMO gap is 10.366 eV. The spin multiplicity is 1. For the energy relative to the best compared isomer or geometry (same formula, charge and spin), the calculation gives 223.2 kJ/mol. The HOMO energy is -9.451 eV. Its SMILES is C=CCCCCO.

Entry 7:
Density functional theory data (ωB97M-V with the def2-TZVPD basis set) for a molecular structure, C6H12O in a non-equilibrium geometry.

XYZ file:
```
19
Properties=species:S:1:pos:R:3:forces:R:3
C 0.286 0.777 1.778 -0.936 -0.026 0.605
C -0.823 0.305 1.147 0.060 0.555 0.231
O -1.648 -0.586 1.739 0.406 -0.884 -0.165
C -1.215 0.568 -0.278 -0.086 0.188 0.128
C -0.713 -0.609 -1.159 -0.127 -0.026 -0.022
C 0.725 -0.983 -0.857 -0.248 -0.125 0.318
C 1.637 0.217 -1.048 0.216 0.786 2.246
H 0.450 1.843 1.838 0.771 0.002 -0.950
H 1.566 0.639 0.226 1.762 -0.888 -3.740
H 0.698 0.201 2.605 -0.423 0.169 0.310
H -1.341 -0.702 2.650 -0.141 -0.023 -0.125
H -2.300 0.649 -0.381 0.089 0.061 0.063
H -0.755 1.500 -0.622 -0.080 -0.120 0.162
H -1.376 -1.473 -1.030 0.022 0.166 -0.098
H -0.721 -0.282 -2.206 -0.396 -0.094 0.131
H 1.005 -1.908 -1.377 0.071 0.411 -0.212
H 0.828 -1.210 0.211 -0.296 -0.478 -0.165
H 2.496 -0.049 -1.735 -0.154 0.523 1.747
H 1.200 1.103 -1.500 -0.511 -0.199 -0.464
```
Forces are in eV/Å.

Its HOMO-LUMO gap is 9.096 eV. The spin multiplicity is 1. For the energy relative to the best compared isomer or geometry (same formula, charge and spin), the calculation gives 283.9 kJ/mol. The HOMO energy is -8.263 eV.

Entry 8:
Density functional theory data (ωB97M-V with the def2-TZVPD basis set) for 2 unconnected molecules or ions with the total composition C6H12O.

XYZ file:
```
19
Properties=species:S:1:pos:R:3:forces:R:3
C -0.743 0.484 1.891 0.034 0.037 0.090
C -0.555 -0.333 0.629 -0.224 0.155 -0.034
C -0.020 0.368 -0.584 -0.066 -0.061 -0.005
C -0.846 1.049 -1.644 -0.017 0.007 -0.031
C 1.434 0.719 -0.296 0.144 0.085 0.098
C 1.033 -0.610 -0.759 -0.004 0.222 -0.238
O 1.314 -2.151 0.502 -0.123 -0.290 0.031
H -1.385 1.366 1.736 0.094 -0.108 0.005
H 0.212 0.859 2.285 -0.139 -0.058 -0.064
H -1.196 -0.117 2.687 0.080 0.071 -0.125
H -1.415 -0.951 0.350 0.156 0.062 0.018
H 0.496 -1.553 0.867 0.131 -0.097 -0.101
H -1.614 0.369 -2.030 0.108 0.097 0.064
H -1.351 1.923 -1.219 0.055 -0.096 -0.083
H -0.228 1.384 -2.486 -0.091 -0.038 0.114
H 1.754 0.891 0.729 -0.071 -0.017 -0.141
H 1.987 1.297 -1.038 -0.091 -0.094 0.099
H 1.423 -1.204 -1.575 -0.099 0.027 0.183
H 0.900 -2.936 0.104 0.125 0.093 0.120
```
Forces are in eV/Å.

Its HOMO-LUMO gap is 7.880 eV. The spin multiplicity is 1. For the energy relative to the best compared isomer or geometry (same formula, charge and spin), the calculation gives 551.4 kJ/mol. The HOMO energy is -7.222 eV.

Entry 9:
Density functional theory data (ωB97M-V with the def2-TZVPD basis set) for 2 unconnected molecules or ions with the total composition C6H12O in a non-equilibrium geometry.

XYZ file:
```
19
Properties=species:S:1:pos:R:3:forces:R:3
C -0.454 1.035 1.717 -0.155 -0.047 0.011
C 0.708 0.836 0.800 0.808 -0.446 0.276
C -1.751 1.102 -1.582 0.866 -0.718 0.239
C 1.051 -0.303 0.223 -0.409 0.405 -0.012
C 1.907 -1.064 -0.695 0.372 0.114 -0.276
C 0.639 -1.656 -0.128 -0.167 -0.179 -0.569
O 0.775 -2.717 0.759 -0.114 -0.021 0.789
H -0.096 1.163 2.744 -0.071 -0.007 -0.057
H -1.017 1.938 1.461 0.049 -0.109 -0.019
H -1.133 0.179 1.688 0.032 0.092 0.007
H 1.413 1.654 0.715 -0.053 0.233 -0.101
H -2.370 1.765 -0.975 0.378 -0.136 0.256
H -2.341 0.221 -1.819 -0.174 -0.121 -0.024
H -1.555 1.611 -2.523 0.271 0.011 -0.002
H -0.786 0.722 -1.092 -1.563 1.024 -0.672
H 1.927 -0.838 -1.757 -0.024 0.153 0.073
H 2.840 -1.466 -0.312 -0.098 -0.008 0.065
H -0.188 -1.793 -0.821 -0.031 0.142 -0.039
H 0.431 -2.387 1.597 0.081 -0.381 0.055
```
Forces are in eV/Å.

Its HOMO-LUMO gap is 10.376 eV. The spin multiplicity is 1. For the energy relative to the best compared isomer or geometry (same formula, charge and spin), the calculation gives 252.4 kJ/mol. The HOMO energy is -9.508 eV. Its SMILES is C/C=C1/C[C@H]1O.C.

Entry 10:
Density functional theory data (ωB97M-V with the def2-TZVPD basis set) for a molecular structure, C6H12O in a non-equilibrium geometry.

XYZ file:
```
19
Properties=species:S:1:pos:R:3:forces:R:3
C 0.674 -0.901 1.197 0.024 -0.009 -0.046
C 1.365 1.365 0.300 0.071 -0.146 -0.099
C 0.611 0.076 0.042 -2.100 1.018 0.436
C 0.654 -0.460 -1.302 -1.936 0.154 -1.737
H 0.227 -1.869 0.961 -0.042 0.062 -0.023
H 0.161 -0.499 2.076 0.083 -0.026 -0.030
H 1.716 -1.093 1.476 -0.046 0.036 0.038
H 1.333 2.034 -0.560 -0.055 -0.056 0.016
H 0.912 1.905 1.136 0.066 -0.075 -0.042
H 2.414 1.158 0.536 -0.031 0.021 0.046
H 1.271 0.044 -2.041 -0.055 -0.117 -0.098
H 0.511 -1.528 -1.448 0.298 0.007 0.009
C -2.042 -0.444 0.022 -0.178 -0.238 -1.060
C -1.013 0.540 -0.515 1.948 1.316 4.059
O -1.225 1.753 -0.599 -0.003 -1.078 -0.912
H -0.649 -0.077 -1.735 1.796 -0.914 -0.570
H -1.765 -1.478 -0.180 -0.039 -0.011 0.052
H -2.161 -0.301 1.097 0.222 0.147 -0.117
H -2.994 -0.226 -0.464 -0.025 -0.092 0.078
```
Forces are in eV/Å.

Its HOMO-LUMO gap is 8.592 eV. The spin multiplicity is 1. For the energy relative to the best compared isomer or geometry (same formula, charge and spin), the calculation gives 324.6 kJ/mol. The HOMO energy is -8.121 eV.

- The highest energy relative to the best compared isomer or geometry (same formula, charge and spin) belongs to which entry?
  number 4